{
  "formula": "C44H83Br2F2N10O13",
  "method": "ωB97M-V with the def2-TZVPD basis set",
  "elements": ["C", "C", "C", "O", "C", "C", "C", "O", "C", "O", "C", "C", "C", "C", "C", "C", "N", "C", "O", "N", "C", "O", "F", "C", "C", "O", "N", "C", "O", "F", "C", "Br", "C", "C", "Br", "C", "N", "C", "C", "C", "C", "H", "H", "H", "H", "H", "H", "H", "H", "H", "H", "H", "H", "H", "H", "H", "H", "H", "H", "H", "H", "H", "H", "H", "H", "H", "H", "H", "H", "H", "H", "H", "H", "H", "H", "H", "H", "H", "H", "H", "H", "H", "C", "C", "O", "N", "C", "H", "H", "H", "H", "H", "H", "H", "C", "C", "O", "N", "C", "H", "H", "H", "H", "H", "H", "H", "C", "C", "O", "N", "C", "H", "H", "H", "H", "H", "H", "H", "C", "C", "O", "N", "C", "H", "H", "H", "H", "H", "H", "H", "C", "C", "O", "N", "C", "H", "H", "H", "H", "H", "H", "H", "C", "C", "O", "N", "C", "H", "H", "H", "H", "H", "H", "H"],
  "positions_angstrom": [[-0.508, -0.833, 3.612], [-0.991, -0.987, 2.131], [0.118, -0.541, 1.129], [-0.465, -0.393, -0.157], [0.398, -0.610, -1.304], [0.644, -2.137, -1.311], [-0.679, -2.958, -1.091], [-0.606, -3.718, 0.134], [-1.773, -4.431, 0.289], [-1.781, -5.585, 0.484], [1.698, 0.307, -1.253], [2.944, -0.228, -0.478], [4.307, 0.019, -1.264], [3.198, 0.297, 0.991], [3.510, -0.850, 2.033], [4.942, -0.690, 2.660], [1.316, 1.747, -1.016], [2.432, 2.711, -0.922], [2.533, 3.317, 0.084], [3.355, 2.976, -1.928], [4.521, 3.672, -1.474], [4.793, 4.652, -2.004], [5.310, 3.297, -0.437], [0.221, 2.308, -1.923], [0.628, 2.554, -3.386], [1.576, 2.092, -3.948], [-0.259, 3.331, -4.203], [0.382, 3.795, -5.399], [0.003, 3.418, -6.417], [1.441, 4.623, -5.400], [-0.377, 3.497, -1.134], [-1.687, 3.202, 0.300], [-0.072, 4.805, -1.249], [-0.740, 5.914, -0.405], [1.278, 5.483, -2.436], [-0.953, 1.226, -2.167], [-0.395, -0.079, -2.393], [-0.367, -0.622, -3.740], [-1.548, -1.678, -3.943], [0.995, -1.075, -4.385], [0.875, -2.342, -5.316], [-1.385, -1.120, 4.243], [-0.253, 0.229, 3.783], [0.296, -1.542, 3.866], [-1.867, -0.330, 1.950], [-1.283, -2.045, 2.001], [1.006, -1.187, 1.247], [0.416, 0.476, 1.508], [1.270, -2.500, -0.468], [1.109, -2.567, -2.213], [-0.743, -3.719, -1.904], [-1.594, -2.343, -1.187], [-2.719, -3.839, 0.265], [2.058, 0.301, -2.308], [2.976, -1.331, -0.378], [4.757, 0.999, -1.033], [5.040, -0.767, -1.001], [4.136, -0.050, -2.367], [4.127, 0.913, 0.978], [2.420, 0.993, 1.370], [2.802, -0.726, 2.876], [3.376, -1.865, 1.610], [5.726, -0.932, 1.914], [5.033, 0.365, 2.999], [5.006, -1.360, 3.542], [0.870, 1.739, -0.077], [3.542, 2.205, -2.569], [-0.726, 4.059, -3.662], [-1.836, 5.901, -0.515], [-0.399, 5.778, 0.643], [-0.397, 6.912, -0.718], [-1.520, 1.546, -3.068], [-1.727, 1.269, -1.381], [-0.696, 0.179, -4.445], [-2.351, -1.336, -3.254], [-1.245, -2.716, -3.737], [-1.973, -1.575, -4.962], [1.817, -1.292, -3.676], [1.385, -0.282, -5.061], [0.046, -2.187, -6.040], [1.783, -2.485, -5.931], [0.634, -3.223, -4.691], [0.702, 1.005, 6.515], [2.011, 0.556, 5.916], [2.067, -0.277, 5.019], [3.152, 1.107, 6.406], [3.291, 2.099, 7.456], [-0.113, 0.480, 6.025], [0.674, 0.772, 7.580], [0.564, 2.077, 6.362], [3.989, 0.761, 5.961], [3.799, 2.974, 7.048], [3.905, 1.679, 8.255], [2.330, 2.398, 7.862], [9.476, 1.955, -4.077], [9.279, 1.490, -2.656], [9.573, 0.362, -2.295], [8.753, 2.377, -1.765], [8.340, 3.749, -1.998], [9.900, 1.143, -4.661], [8.520, 2.238, -4.520], [10.167, 2.800, -4.107], [8.650, 1.999, -0.836], [8.915, 4.402, -1.339], [7.284, 3.836, -1.749], [8.493, 4.055, -3.028], [-2.925, -9.847, -3.026], [-1.778, -8.872, -3.117], [-1.340, -8.482, -4.190], [-1.232, -8.427, -1.955], [-1.606, -8.765, -0.593], [-3.251, -10.107, -4.030], [-2.608, -10.759, -2.518], [-3.765, -9.396, -2.496], [-0.471, -7.780, -2.092], [-1.886, -7.846, -0.078], [-0.738, -9.201, -0.094], [-2.434, -9.467, -0.556], [-5.187, -0.535, 3.972], [-4.240, -1.702, 3.852], [-3.167, -1.733, 4.445], [-4.609, -2.736, 3.057], [-5.831, -2.885, 2.277], [-4.754, 0.208, 4.639], [-5.346, -0.074, 2.996], [-6.140, -0.861, 4.391], [-3.928, -3.480, 3.024], [-6.347, -3.786, 2.609], [-5.557, -3.003, 1.226], [-6.491, -2.030, 2.384], [-1.403, 10.415, -0.925], [-1.947, 9.331, -1.819], [-2.238, 8.219, -1.391], [-2.111, 9.619, -3.133], [-1.827, 10.866, -3.822], [-1.329, 10.035, 0.091], [-0.407, 10.714, -1.255], [-2.071, 11.276, -0.924], [-2.479, 8.850, -3.672], [-2.748, 11.231, -4.280], [-1.097, 10.672, -4.610], [-1.437, 11.622, -3.149], [-9.762, -6.353, 3.840], [-8.589, -5.409, 3.773], [-8.119, -5.033, 2.707], [-8.057, -4.979, 4.947], [-8.473, -5.311, 6.298], [-10.073, -6.606, 2.830], [-9.479, -7.273, 4.355], [-10.601, -5.880, 4.352], [-7.276, -4.351, 4.830], [-8.746, -4.391, 6.817], [-7.633, -5.773, 6.820], [-9.319, -5.992, 6.305]],
  "forces_ev_per_a": [[-1.2, -0.3, -0.6], [0.7, 0.1, 0.4], [-0.9, 0.6, 2.1], [1.1, 0.1, -0.6], [-0.7, 0.6, 1.1], [-0.5, -1.3, 0.1], [0.3, -0.1, -1.3], [-0.7, 0.3, -0.5], [0.0, 1.6, 0.1], [0.1, -1.6, 0.4], [1.4, -2.2, -1.6], [1.8, 0.8, 1.0], [-0.7, -0.1, -0.5], [0.7, -0.2, 0.2], [0.0, 0.8, 0.6], [-1.0, -0.1, -0.3], [-0.6, -0.9, -0.5], [1.9, 0.6, 0.1], [-0.7, 0.7, 1.7], [-0.5, -3.0, 0.9], [-0.2, -0.2, 1.0], [1.1, 2.9, -1.8], [-1.4, -1.3, -0.4], [-2.6, 0.4, 0.2], [-0.5, 1.8, -0.9], [1.1, -1.1, 0.6], [1.2, 0.5, 2.3], [0.4, -0.1, 0.5], [-1.1, -0.9, -2.9], [-0.4, -0.1, 1.5], [0.1, 0.9, -0.4], [0.8, -0.6, -0.8], [-0.5, 0.7, 0.5], [1.0, -0.1, -0.4], [-0.4, -0.2, 0.6], [-0.1, -0.3, -0.2], [0.1, -0.2, 0.0], [-1.0, -0.7, -2.0], [0.2, 1.0, 0.3], [0.6, -0.5, -0.9], [-0.6, 0.7, 0.3], [1.0, 0.5, -0.5], [0.2, -0.6, 0.1], [-0.1, 0.7, -0.3], [0.3, -0.4, 0.1], [0.1, 0.5, -0.3], [-0.4, 0.1, -0.6], [0.0, -0.6, -0.3], [-0.2, 0.8, -0.5], [0.0, 0.7, 0.3], [0.1, 0.5, 0.4], [0.5, -0.2, 0.5], [0.6, 0.2, -0.2], [-0.5, 0.0, 0.6], [-1.0, 0.7, -0.4], [-0.2, -0.5, 0.0], [-0.4, 0.5, 0.0], [0.2, -0.1, 0.6], [-0.7, -0.2, -0.2], [0.3, -0.6, -0.2], [0.2, -0.3, -0.4], [0.1, 0.5, 0.1], [-0.3, 0.2, 0.5], [0.2, -0.7, -0.2], [0.2, 0.4, -0.6], [0.3, 0.4, -0.1], [-0.1, 0.4, -0.3], [-0.1, -0.1, -0.3], [0.5, -0.1, 0.2], [-0.5, 0.0, -0.5], [-0.2, -0.6, 0.0], [0.7, -0.2, 0.4], [0.9, -0.2, 0.1], [0.3, -0.1, 0.9], [0.4, -0.5, -0.3], [-0.4, 0.4, -0.1], [0.4, -0.4, 0.5], [-0.5, 0.2, -0.1], [-0.3, -0.2, 0.7], [0.5, -0.2, 0.5], [-0.3, 0.0, 0.6], [0.3, 0.2, -0.6], [-0.1, -0.1, 0.0], [0.2, -0.2, -0.2], [0.1, 0.2, 0.2], [-0.4, 0.0, 0.0], [0.4, -0.2, -0.2], [0.1, 0.0, 0.0], [0.0, 0.2, 0.0], [0.0, 0.0, 0.2], [0.0, 0.0, 0.1], [-0.1, 0.1, 0.2], [-0.1, 0.2, 0.1], [0.0, -0.1, -0.1], [0.0, 0.0, 0.0], [0.1, -0.3, 0.2], [-0.1, 0.1, -0.1], [0.0, 0.0, -0.4], [0.0, -0.3, 0.5], [0.0, 0.0, 0.1], [0.1, 0.1, 0.0], [-0.1, 0.1, -0.1], [0.1, 0.0, 0.0], [-0.1, 0.2, -0.1], [0.0, 0.3, -0.1], [0.0, -0.1, 0.0], [0.0, 0.0, -0.1], [0.3, 0.2, -0.2], [-0.1, 0.0, 0.0], [-0.3, -0.2, -0.1], [0.4, 0.4, -0.1], [0.1, 0.1, 0.0], [-0.1, 0.0, 0.1], [0.0, -0.1, 0.1], [0.0, 0.0, 0.0], [-0.1, -0.2, 0.2], [-0.2, -0.1, 0.2], [0.1, 0.0, -0.1], [0.1, 0.1, 0.1], [0.3, -0.3, 0.0], [-0.6, 0.0, 0.1], [0.0, 0.5, 0.1], [0.4, -0.5, 0.1], [0.1, -0.1, 0.0], [-0.2, 0.0, 0.0], [-0.1, 0.1, -0.1], [-0.1, 0.0, 0.0], [-0.2, 0.2, -0.3], [-0.2, 0.1, -0.1], [0.1, 0.0, 0.0], [0.0, -0.1, 0.1], [-0.2, -0.2, -0.1], [0.0, 0.2, 0.0], [0.2, 0.1, 0.4], [-0.2, -0.4, -0.3], [-0.1, -0.1, -0.1], [-0.1, 0.2, 0.0], [0.1, 0.1, 0.0], [0.0, 0.1, 0.0], [0.1, 0.2, 0.0], [0.0, 0.2, 0.0], [0.0, -0.1, 0.0], [0.0, 0.0, -0.1], [0.2, 0.1, -0.2], [-0.1, -0.1, 0.1], [-0.3, -0.2, -0.2], [0.4, 0.3, -0.1], [0.1, 0.1, 0.0], [-0.1, 0.0, 0.1], [0.0, -0.1, 0.1], [0.0, 0.0, 0.1], [-0.1, -0.1, 0.2], [-0.2, -0.1, 0.2], [0.0, 0.0, -0.1]],
  "lumo_ev": -2.60,
  "molar_mass_g_mol": 1158.0,
  "orbital_gap_ev": 7.9,
  "energy_ha": -8599.5339,
  "largest_force_ev_per_a": 3.56,
  "total_charge": 1
}